Entry 1:
C40H47N7OPReS2Sb as an isolated structure at a distorted geometry, computed with ωB97M-V/def2-TZVPD.

The geometry in XYZ format:
```
100
Properties=species:S:1:pos:R:3
Re -0.37 0.19 0.48
N -0.82 3.16 3.56
C 0.48 3.50 3.26
C 1.30 4.49 3.78
C 2.56 4.60 3.24
C 2.98 3.75 2.22
C 2.16 2.77 1.69
C 0.87 2.63 2.22
N -0.20 1.78 1.92
C -1.19 2.15 2.76
C -2.51 1.58 2.82
C -3.63 2.16 3.39
S -4.99 1.13 3.25
C -3.99 0.00 2.44
N -2.74 0.34 2.29
H -1.39 3.61 4.26
H 0.96 5.15 4.57
H 3.24 5.36 3.61
H 3.98 3.86 1.82
H 2.50 2.15 0.89
H -3.73 3.12 3.85
H -4.38 -0.92 2.05
N 1.69 -0.55 1.04
C 2.83 -0.15 0.21
C 4.11 -0.56 0.55
C 5.20 -0.11 -0.17
C 5.02 0.73 -1.26
C 3.74 1.11 -1.64
C 2.64 0.68 -0.89
P 0.94 1.21 -1.31
C 0.85 3.02 -1.48
C 1.53 3.60 -2.55
C 1.51 4.98 -2.71
C 0.78 5.78 -1.84
C 0.06 5.19 -0.81
C 0.11 3.82 -0.61
C 0.69 0.61 -2.99
C 1.50 -0.42 -3.49
C 1.41 -0.77 -4.83
C 0.50 -0.13 -5.66
C -0.33 0.86 -5.15
C -0.24 1.23 -3.82
H 1.62 -1.57 0.96
H 1.96 -0.35 2.01
H 4.27 -1.22 1.40
H 6.20 -0.41 0.12
H 5.87 1.08 -1.82
H 3.61 1.73 -2.51
H 2.05 2.99 -3.27
H 2.06 5.42 -3.53
H 0.75 6.84 -1.98
H -0.53 5.81 -0.15
H -0.43 3.37 0.21
H 2.22 -0.91 -2.85
H 2.07 -1.52 -5.23
H 0.46 -0.38 -6.71
H -1.03 1.36 -5.81
H -0.85 2.03 -3.44
S -4.22 1.67 -1.67
C -4.32 0.04 -1.17
C -3.20 -0.33 -0.50
N -2.26 0.66 -0.38
C -2.69 1.77 -0.96
H -5.18 -0.57 -1.40
H -2.99 -1.29 -0.07
H -2.11 2.68 -0.99
C 0.88 -4.05 0.65
N 0.29 -3.99 -0.67
C 0.50 -5.19 -1.47
C -0.62 -5.34 -2.49
C -0.69 -4.04 -3.28
N -0.85 -2.91 -2.37
C -1.66 -1.84 -2.89
C -0.36 -2.90 -1.12
O -0.50 -1.89 -0.34
H 0.69 -5.03 1.07
H 0.42 -3.29 1.30
H 1.96 -3.91 0.59
H 0.51 -6.06 -0.81
H 1.47 -5.12 -1.97
H -1.56 -5.53 -1.99
H -0.41 -6.17 -3.16
H -1.55 -4.05 -3.96
H 0.21 -3.90 -3.87
H -2.71 -2.14 -2.88
H -1.37 -1.63 -3.92
H -1.53 -0.94 -2.29
C -3.14 -3.39 3.06
Sb -1.40 -2.14 3.41
C -1.89 -1.11 5.25
C -0.03 -3.65 4.18
H -3.13 -4.12 3.86
H -3.07 -3.89 2.10
H -4.05 -2.81 3.12
H -2.16 -1.89 5.97
H -2.72 -0.43 5.12
H -1.02 -0.58 5.61
H -0.45 -3.95 5.13
H 0.97 -3.26 4.33
H 0.00 -4.51 3.51
```

Calculated values
net charge = +4
LUMO (alpha / beta) = -12.11 / -13.32 eV
spin multiplicity = 2
frontier orbital gap (alpha / beta) = 0.22775 / 0.18292 Ha

***

Entry 2:
C30H55EuN2O2P2 as an isolated structure at a distorted geometry, computed with ωB97M-V/def2-TZVPD.

The geometry in XYZ format:
```
92
Properties=species:S:1:pos:R:3
C 0.57 0.90 -2.35
C -0.69 -1.03 -1.89
C 0.77 0.53 -3.69
C -0.19 -1.58 -3.11
C 0.44 -0.78 -4.04
H 1.23 1.24 -4.40
H -0.34 -2.64 -3.29
H 0.75 -1.15 -5.01
N -0.21 0.21 -1.48
P 1.79 2.40 -0.18
P -2.62 -1.02 0.23
C 1.26 2.21 -1.91
H 2.17 2.35 -2.52
H 0.60 3.05 -2.16
C -0.39 1.81 3.80
O -0.11 2.39 4.75
C -1.71 -1.73 -1.12
H -1.63 -2.82 -1.15
C -2.65 -2.25 1.89
C -4.26 -0.92 -0.87
C 3.55 1.63 -0.18
C 1.86 4.30 0.04
C -1.72 -1.73 3.01
H -1.93 -0.70 3.33
H -1.91 -2.38 3.88
H -0.63 -1.85 2.79
C -4.09 -2.32 2.40
H -4.46 -1.32 2.67
H -4.77 -2.77 1.67
H -4.10 -2.95 3.30
C -2.12 -3.60 1.46
H -2.18 -4.31 2.31
H -2.62 -4.05 0.60
H -1.05 -3.49 1.24
C -5.37 -0.23 -0.05
H -5.03 0.76 0.31
H -6.27 -0.06 -0.67
H -5.67 -0.81 0.83
C -3.98 -0.11 -2.15
H -3.44 0.84 -1.96
H -3.39 -0.68 -2.88
H -4.93 0.16 -2.63
C -4.52 -2.39 -1.22
H -3.66 -2.78 -1.79
H -4.65 -3.01 -0.32
H -5.40 -2.48 -1.86
C 2.45 4.61 1.44
H 2.39 5.70 1.62
H 1.88 4.11 2.24
H 3.50 4.32 1.54
C 0.41 4.81 -0.02
H -0.02 4.71 -1.02
H -0.25 4.31 0.70
H 0.40 5.89 0.22
C 2.65 5.04 -1.04
H 2.29 4.80 -2.05
H 2.51 6.12 -0.89
H 3.73 4.86 -1.00
C 3.59 0.43 -1.13
H 3.53 0.72 -2.18
H 4.54 -0.10 -1.01
H 2.79 -0.29 -0.94
C 3.81 1.16 1.27
H 3.12 0.36 1.55
H 4.83 0.76 1.34
H 3.71 1.98 1.99
C 4.64 2.61 -0.61
H 4.49 2.99 -1.63
H 4.77 3.45 0.08
H 5.61 2.08 -0.61
Eu -0.32 0.58 1.06
N 1.67 -1.45 1.61
C 2.27 -2.47 1.54
C 2.36 -3.75 0.71
C 1.08 -4.14 -0.05
C 3.28 -3.43 -0.47
C 2.69 -4.89 1.69
H 0.22 -4.30 0.57
H 0.76 -3.38 -0.77
H 1.21 -5.08 -0.63
H 4.10 -2.77 -0.22
H 3.63 -4.32 -1.01
H 2.68 -2.82 -1.18
H 3.07 -5.79 1.16
H 3.39 -4.55 2.48
H 1.78 -5.15 2.25
C -3.12 3.00 1.28
O -2.09 2.38 0.46
H -4.13 2.77 0.88
H -2.97 4.09 1.33
H -3.03 2.57 2.29
H -2.24 2.62 -0.48
```

Calculated values
net charge = +1
LUMO (alpha / beta) = -2.79 / -2.77 eV
spin multiplicity = 8
frontier orbital gap (alpha / beta) = 0.20736 / 0.20916 Ha